(1)
ORCA calculation (ωB97M-V/def2-TZVPD) on a 3-piece molecular cluster, C3H11NO2 overall.

Results
Charge = 0
SMILES = C=CCN.O.O
2S+1 = 1

Each line ends with the Mulliken charge.
CARTESIAN COORDINATES (ANGSTROEM)
C (-1.917, 0.168, -2.053)  -0.711
C (-2.130, -0.130, -0.786)  -0.038
C (-1.131, -0.028, 0.340)  -0.329
N (-1.615, 0.623, 1.547)  -0.629
H (-2.681, 0.133, -2.822)  0.256
H (-0.947, 0.533, -2.391)  0.209
H (-3.073, -0.539, -0.464)  0.242
H (-0.894, -1.061, 0.587)  0.268
H (-0.209, 0.426, -0.011)  0.254
H (-2.456, 0.155, 1.877)  0.244
H (-2.008, 1.537, 1.320)  0.243
O (3.115, -1.651, 1.683)  -0.631
H (3.235, -1.269, 0.807)  0.362
H (3.137, -0.946, 2.327)  0.291
O (3.204, 0.418, -0.349)  -0.635
H (2.879, 1.332, -0.350)  0.295
H (3.492, 0.299, -1.262)  0.309


(2)
ORCA calculation (ωB97M-V/def2-TZVPD) on a 3-piece molecular cluster, C3H11NO2 overall at a distorted geometry.

Results
Charge = 0
SMILES = C=NCC.O.O
2S+1 = 1

Each line ends with the Mulliken charge.
CARTESIAN COORDINATES (ANGSTROEM)
C (0.646, -1.214, -2.269)  -0.323
N (0.136, -1.010, -1.133)  -0.380
C (0.115, 0.324, -0.569)  0.195
C (1.378, 1.232, -0.610)  -1.143
H (1.139, -0.427, -2.848)  0.220
H (0.578, -2.243, -2.616)  0.268
H (-0.731, 0.899, -0.949)  0.320
H (-0.094, 0.240, 0.489)  -0.174
H (1.066, 2.042, 0.042)  0.323
H (2.266, 0.685, -0.304)  0.337
H (1.611, 1.583, -1.616)  0.349
O (-0.929, -1.387, 1.915)  -0.636
H (-0.376, -1.811, 1.245)  0.316
H (-1.515, -2.143, 2.096)  0.297
O (-1.574, 1.470, 2.303)  -0.625
H (-1.579, 0.624, 1.802)  0.342
H (-2.139, 1.136, 3.024)  0.314


(3)
ORCA calculation (ωB97M-V/def2-TZVPD) on a 2-piece molecular cluster, C3H11NO2 overall at a distorted geometry.

Results
Charge = 0
SMILES = CNCCO.O
2S+1 = 1

Each line ends with the Mulliken charge.
CARTESIAN COORDINATES (ANGSTROEM)
C (1.572, 1.210, -0.156)  -0.632
N (1.286, -0.107, 0.542)  -0.438
C (-0.054, -0.537, 0.233)  -0.148
C (-0.624, -1.572, 1.292)  -0.569
O (-2.026, -1.190, 1.442)  -0.544
H (0.533, 1.796, -0.386)  0.168
H (2.242, 1.875, 0.514)  0.241
H (2.060, 1.003, -1.119)  0.278
H (1.957, -0.769, 0.215)  0.240
H (-0.121, -0.672, -0.873)  0.192
H (-0.654, 0.405, 0.399)  0.264
H (0.076, -1.440, 2.116)  0.382
H (-0.514, -2.583, 0.903)  0.237
H (-2.187, -1.085, 2.517)  0.340
O (-1.288, 1.187, -2.946)  -0.657
H (-0.527, 0.815, -2.482)  0.309
H (-1.733, 1.662, -2.212)  0.337


Energy relative to the best compared isomer or geometry (same formula, charge and spin) values, unit kcal/mol, following the record order: 21.7 24.5 47.3.
LUMO energy values, unit Ha, following the record order: 0.016 0.029 0.029.
HOMO-LUMO gap values, unit Ha, following the record order: 0.3658 0.3848 0.3636.